Density functional theory data (the ωB97M-V functional and the def2-TZVPD basis) for C32H37ClN2Si2Ti as an isolated structure at a distorted geometry.

Structure (XYZ):
```
75
Properties=species:S:1:pos:R:3
C 1.97291 0.20237 0.62938
C 1.71681 1.06819 -0.48808
C 0.74495 2.04946 -0.07316
H 2.24726 1.05418 -1.44007
C 0.41031 1.79322 1.30488
C 1.16845 0.64811 1.73601
H 1.24808 0.28383 2.75894
H 2.75512 -0.55957 0.67715
H 0.37203 2.87297 -0.67330
H -0.26863 2.39262 1.91397
Ti -0.21167 0.10832 0.04323
Si -8.58217 0.85605 -2.39754
C -8.46442 1.23443 -4.22077
C -9.48269 1.01345 -5.16973
H -10.44495 0.60628 -4.85805
C -9.25439 1.32261 -6.51670
H -10.03392 1.14610 -7.26118
C -8.02175 1.85656 -6.92682
H -7.83985 2.08759 -7.98350
C -7.02181 2.09010 -5.97506
H -6.06307 2.52017 -6.27684
C -7.23614 1.78123 -4.63094
H -6.45242 1.96602 -3.89702
C -8.97297 2.41179 -1.44900
C -9.01647 3.67607 -2.06906
H -8.92252 3.76758 -3.14921
C -9.16107 4.83026 -1.29127
H -9.14276 5.81313 -1.77147
C -9.32481 4.73954 0.09819
H -9.43050 5.64824 0.70566
C -9.36493 3.47349 0.70317
H -9.51395 3.39716 1.78305
C -9.21046 2.31529 -0.06465
H -9.25879 1.33542 0.40662
H -7.48059 0.02957 -1.84365
Si -2.32257 0.94528 -1.07681
C -2.95654 2.40734 -0.06114
C -3.09640 3.67908 -0.64525
H -2.92175 3.80376 -1.71633
C -3.45524 4.77278 0.15104
H -3.58985 5.75104 -0.31940
C -3.64705 4.60867 1.52632
H -3.93173 5.46566 2.14625
C -3.47235 3.34915 2.12040
H -3.61244 3.21399 3.19429
C -3.13117 2.24765 1.32547
H -3.00844 1.25923 1.78339
C -2.07071 1.53603 -2.85191
C -0.85551 2.11902 -3.27899
H 0.01269 2.14875 -2.61390
C -0.76630 2.67349 -4.55692
H 0.16774 3.15223 -4.87067
C -1.86066 2.61838 -5.42713
H -1.78968 3.05884 -6.42385
C -3.04647 1.98031 -5.02844
H -3.89645 1.90190 -5.70800
C -3.14548 1.42956 -3.74843
H -4.06383 0.91917 -3.44517
H -9.76209 -0.04978 -2.26162
Cl -3.68490 -0.65316 -1.04591
N -0.95909 -1.09234 1.58068
C -0.15635 -2.31407 1.90492
C 0.59622 -2.88863 0.71424
C -0.13334 -2.87697 -0.62351
N 0.02989 -1.53538 -1.27739
H -1.91292 -1.37560 1.30420
H -1.12937 -0.54405 2.43966
H 0.53648 -2.06870 2.72661
H -0.85280 -3.06370 2.30264
H 1.58728 -2.42007 0.61473
H 0.80958 -3.93487 0.95837
H 0.30504 -3.62440 -1.29814
H -1.20239 -3.12564 -0.54582
H 0.97113 -1.49494 -1.70349
H -0.61035 -1.42275 -2.08438
```

## Properties
Multiplicity: 2
Gap between HOMO and LUMO (spin up / spin down) in hartree: 0.2690 / 0.2802
Energy above the lowest of the compared OMol25 structures with the same formula, charge and spin in kJ/mol: 126.9
HOMO energy (spin up / spin down) in eV: -10.50 / -10.58
Total charge: +1
Calculated total energy in Eh: -3239.58571
<S²>: 0.7543